Entry 1:
DFT (ωB97M-V/def2-TZVPD) results for C35H61F3N4O6S as an isolated structure.

Geometry (Å):
C (-3.896, -3.012, 3.761)
C (-4.023, -2.646, 2.223)
C (-2.977, -3.383, 1.292)
C (-1.623, -2.606, 1.129)
C (-0.329, -3.112, 1.589)
C (-0.234, -4.508, 2.329)
C (-0.469, -4.207, 3.883)
O (0.651, -4.672, 4.697)
C (0.570, -3.885, 5.901)
C (1.109, -4.667, 7.161)
F (2.104, -5.554, 6.873)
F (1.591, -3.723, 8.061)
F (0.023, -5.345, 7.704)
C (0.982, -2.357, 1.438)
C (2.323, -2.982, 1.953)
C (2.682, -2.679, 3.339)
C (3.955, -3.254, 3.841)
C (4.744, -4.079, 2.893)
C (4.198, -4.235, 1.540)
N (3.026, -3.728, 1.050)
C (0.961, -1.044, 0.805)
C (2.301, -0.258, 0.697)
C (3.086, -0.499, -0.631)
N (2.560, -0.679, -1.782)
C (-0.357, -0.550, 0.325)
N (-0.402, 0.698, -0.298)
S (-2.035, 0.823, -0.626)
N (-2.767, -0.571, -0.079)
C (-1.690, -1.276, 0.443)
H (-3.350, -3.989, 3.926)
H (-4.910, -3.162, 4.237)
H (-3.380, -2.189, 4.335)
H (-5.050, -2.993, 1.897)
H (-4.011, -1.529, 2.117)
H (-3.427, -3.506, 0.263)
H (-2.843, -4.426, 1.691)
H (-1.060, -5.201, 2.011)
H (0.732, -5.034, 2.127)
H (-0.479, -3.082, 4.019)
H (-1.441, -4.665, 4.211)
H (-0.533, -3.725, 6.101)
H (1.063, -2.884, 5.785)
H (2.090, -2.067, 4.054)
H (4.330, -3.124, 4.881)
H (5.706, -4.572, 3.166)
H (4.816, -4.844, 0.823)
H (2.974, -0.545, 1.546)
H (2.038, 0.840, 0.769)
H (4.217, -0.464, -0.569)
H (3.318, -0.780, -2.469)
C (-4.977, 3.836, -2.205)
C (-5.023, 2.379, -2.637)
C (-5.778, 2.214, -3.945)
O (-5.656, 1.600, -1.620)
H (-5.987, 4.225, -2.041)
H (-4.441, 3.938, -1.258)
H (-4.481, 4.454, -2.956)
H (-4.005, 1.998, -2.750)
H (-6.815, 2.548, -3.842)
H (-5.812, 1.161, -4.238)
H (-5.306, 2.785, -4.746)
H (-6.557, 1.929, -1.512)
C (-3.049, 3.720, -8.033)
C (-2.715, 4.064, -6.590)
C (-1.293, 3.652, -6.238)
O (-3.632, 3.402, -5.718)
H (-2.978, 2.641, -8.202)
H (-4.075, 4.011, -8.268)
H (-2.374, 4.227, -8.726)
H (-2.836, 5.138, -6.431)
H (-1.163, 2.571, -6.347)
H (-1.071, 3.895, -5.197)
H (-0.566, 4.156, -6.878)
H (-3.533, 2.450, -5.850)
C (-1.129, 3.324, 3.447)
C (0.132, 2.484, 3.320)
C (1.324, 3.330, 2.903)
O (-0.076, 1.455, 2.357)
H (-1.387, 3.786, 2.489)
H (-1.978, 2.700, 3.736)
H (-1.005, 4.113, 4.193)
H (0.345, 1.995, 4.275)
H (1.150, 3.792, 1.925)
H (2.220, 2.711, 2.805)
H (1.524, 4.120, 3.631)
H (-0.266, 1.875, 1.508)
C (0.741, -2.442, -4.541)
C (0.969, -2.442, -6.044)
C (1.963, -3.519, -6.453)
O (1.458, -1.165, -6.452)
H (1.671, -2.236, -4.005)
H (0.034, -1.658, -4.260)
H (0.349, -3.404, -4.201)
H (0.020, -2.604, -6.560)
H (2.936, -3.348, -5.982)
H (2.126, -3.501, -7.533)
H (1.608, -4.512, -6.169)
H (2.297, -1.011, -6.002)
C (5.053, 5.520, 0.616)
C (4.531, 4.646, 1.746)
C (5.124, 5.057, 3.084)
O (4.856, 3.281, 1.481)
H (6.140, 5.429, 0.524)
H (4.627, 5.206, -0.339)
H (4.804, 6.570, 0.781)
H (3.442, 4.716, 1.790)
H (6.213, 4.950, 3.077)
H (4.748, 4.414, 3.884)
H (4.877, 6.093, 3.324)
H (5.817, 3.207, 1.440)

Computed properties:
2S+1: 1
HOMO level: -0.30094 Eh
Energy: -2738.3205 Eh

Results of the Löwdin charge analysis, in e, for atoms 1 through 99: number 1, C, carries -0.12; number 2, C, carries -0.23; number 3, C, carries -0.15; number 4, C, carries -0.08; number 5, C, carries -0.07; number 6, C, carries -0.08; number 7, C, carries -0.18; number 8, O, carries -0.15; number 9, C, carries -0.11; number 10, C, carries -0.47; number 11, F, carries 0.13; number 12, F, carries 0.09; number 13, F, carries 0.09; number 14, C, carries -0.04; number 15, C, carries -0.25; number 16, C, carries -0.01; number 17, C, carries -0.03; number 18, C, carries -0.05; number 19, C, carries -0.13; number 20, N, carries 0.11; number 21, C, carries -0.09; number 22, C, carries -0.11; number 23, C, carries -0.22; number 24, N, carries 0.09; number 25, C, carries -0.28; number 26, N, carries -0.22; number 27, S, carries 0.97; number 28, N, carries -0.20; number 29, C, carries -0.26; number 30, H, carries 0.05; number 31, H, carries 0.07; number 32, H, carries 0.07; number 33, H, carries 0.11; number 34, H, carries 0.10; number 35, H, carries 0.12; number 36, H, carries 0.10; number 37, H, carries 0.10; number 38, H, carries 0.12; number 39, H, carries 0.13; number 40, H, carries 0.11; number 41, H, carries 0.14; number 42, H, carries 0.13; number 43, H, carries 0.11; number 44, H, carries 0.10; number 45, H, carries 0.09; number 46, H, carries 0.11; number 47, H, carries 0.11; number 48, H, carries 0.11; number 49, H, carries 0.12; number 50, H, carries 0.04; number 51, C, carries -0.06; number 52, C, carries -0.50; number 53, C, carries -0.06; number 54, O, carries -0.07; number 55, H, carries 0.08; number 56, H, carries 0.08; number 57, H, carries 0.08; number 58, H, carries 0.11; number 59, H, carries 0.08; number 60, H, carries 0.08; number 61, H, carries 0.05; number 62, H, carries 0.08; number 63, C, carries -0.06; number 64, C, carries -0.49; number 65, C, carries -0.06; number 66, O, carries -0.09; number 67, H, carries 0.08; number 68, H, carries 0.08; number 69, H, carries 0.08; number 70, H, carries 0.14; number 71, H, carries 0.08; number 72, H, carries 0.08; number 73, H, carries 0.08; number 74, H, carries 0.09; number 75, C, carries -0.06; number 76, C, carries -0.48; number 77, C, carries -0.07; number 78, O, carries -0.08; number 79, H, carries 0.08; number 80, H, carries 0.08; number 81, H, carries 0.08; number 82, H, carries 0.14; number 83, H, carries 0.09; number 84, H, carries 0.08; number 85, H, carries 0.08; number 86, H, carries 0.04; number 87, C, carries -0.06; number 88, C, carries -0.50; number 89, C, carries -0.07; number 90, O, carries -0.06; number 91, H, carries 0.06; number 92, H, carries 0.08; number 93, H, carries 0.08; number 94, H, carries 0.14; number 95, H, carries 0.08; number 96, H, carries 0.08; number 97, H, carries 0.08; number 98, H, carries 0.08; number 99, C, carries -0.06



Entry 2:
DFT (ωB97M-V/def2-TZVPD) results for a 4-piece molecular cluster, C35H62BrO14PS overall.

Geometry (Å):
C (2.597, 4.794, 2.329)
C (2.542, 4.592, 3.860)
O (3.614, 3.764, 4.290)
C (3.276, 2.393, 4.345)
C (4.161, 1.608, 3.326)
O (4.739, 0.430, 3.861)
C (3.794, -0.581, 4.120)
C (3.276, -1.280, 2.845)
O (2.098, -0.569, 2.430)
C (1.594, -1.158, 1.222)
C (0.116, -1.484, 1.367)
C (-0.214, -2.752, 1.850)
C (-1.528, -3.121, 2.006)
C (-2.578, -2.276, 1.661)
C (-4.022, -2.756, 1.865)
O (-4.116, -3.285, 3.179)
C (-4.680, -2.367, 4.107)
C (-3.636, -1.644, 4.982)
C (-2.252, -1.023, 1.170)
C (-0.911, -0.620, 1.041)
C (-0.644, 0.790, 0.534)
O (0.330, 1.078, -0.122)
C (-1.697, 1.814, 0.966)
C (-1.268, 3.221, 1.304)
Br (-0.239, 3.071, 2.993)
C (-0.354, 3.910, 0.255)
C (-0.794, 3.707, -1.202)
C (-2.967, 1.417, 1.072)
P (-4.355, 2.468, 1.626)
O (-4.424, 3.886, 0.844)
O (-5.758, 1.709, 1.320)
S (-4.253, 2.652, 3.537)
C (-3.304, -0.027, 0.742)
O (-4.311, -0.365, 0.152)
H (3.655, 4.916, 2.060)
H (2.181, 3.940, 1.778)
H (2.077, 5.717, 2.037)
H (2.668, 5.587, 4.310)
H (1.573, 4.199, 4.198)
H (3.480, 1.955, 5.336)
H (2.227, 2.182, 4.085)
H (3.641, 1.436, 2.369)
H (4.999, 2.282, 3.098)
H (4.281, -1.359, 4.726)
H (2.907, -0.245, 4.682)
H (4.041, -1.235, 2.055)
H (3.013, -2.313, 3.129)
H (1.837, -0.561, 0.336)
H (2.115, -2.121, 1.086)
H (0.576, -3.451, 2.118)
H (-1.799, -4.096, 2.411)
H (-4.212, -3.560, 1.135)
H (-4.751, -1.966, 1.664)
H (-5.361, -1.628, 3.659)
H (-5.295, -2.968, 4.796)
H (-3.165, -0.786, 4.487)
H (-4.172, -1.298, 5.880)
H (-2.873, -2.343, 5.354)
H (-2.089, 3.900, 1.532)
H (-0.405, 4.991, 0.463)
H (0.679, 3.612, 0.458)
H (-1.756, 4.183, -1.438)
H (-0.031, 4.184, -1.833)
H (-0.841, 2.661, -1.523)
H (-4.389, 3.776, -0.120)
H (-5.849, 1.542, 0.366)
C (0.257, 3.799, -7.646)
O (1.121, 2.813, -7.108)
C (1.863, 3.280, -5.990)
C (1.267, 2.795, -4.684)
O (-0.011, 3.371, -4.447)
C (-1.072, 2.479, -4.744)
H (-0.428, 3.305, -8.334)
H (-0.327, 4.296, -6.869)
H (0.836, 4.544, -8.202)
H (1.936, 4.371, -6.001)
H (2.874, 2.873, -6.085)
H (1.918, 3.113, -3.863)
H (1.211, 1.703, -4.664)
H (-1.149, 1.712, -3.965)
H (-0.939, 2.001, -5.717)
H (-1.998, 3.054, -4.762)
C (6.923, -3.693, 1.469)
O (6.372, -2.545, 0.846)
C (7.368, -1.645, 0.377)
C (7.577, -1.774, -1.118)
O (8.138, -3.034, -1.460)
C (7.178, -3.944, -1.968)
H (6.124, -4.424, 1.590)
H (7.717, -4.139, 0.867)
H (7.314, -3.433, 2.458)
H (8.309, -1.792, 0.915)
H (7.011, -0.633, 0.595)
H (8.290, -1.008, -1.439)
H (6.638, -1.607, -1.656)
H (6.901, -3.667, -2.991)
H (6.282, -3.980, -1.343)
H (7.631, -4.934, -1.985)
C (-4.848, -2.441, -1.733)
O (-5.412, -3.739, -1.574)
C (-6.817, -3.755, -1.771)
C (-7.182, -4.279, -3.146)
O (-6.754, -3.395, -4.172)
C (-5.567, -3.832, -4.812)
H (-3.764, -2.551, -1.794)
H (-5.201, -1.955, -2.647)
H (-5.087, -1.822, -0.870)
H (-7.243, -2.759, -1.611)
H (-7.238, -4.427, -1.017)
H (-8.272, -4.347, -3.217)
H (-6.773, -5.282, -3.298)
H (-5.785, -4.674, -5.477)
H (-4.801, -4.125, -4.090)
H (-5.185, -3.005, -5.410)

Computed properties:
2S+1: 1
HOMO level: -0.33111 Eh
Energy: -5737.5843 Eh
SMILES: CCOCCOCCOCc1ccc(COCC)c2c1C(=O)C([C@@H](Br)CC)=C(P(O)(O)=S)C2=O.COCCOC.COCCOC.COCCOC

Results of the Löwdin charge analysis, in e, for atoms 1 through 99: number 1, C, carries -0.09; number 2, C, carries -0.30; number 3, O, carries -0.15; number 4, C, carries -0.19; number 5, C, carries -0.17; number 6, O, carries -0.13; number 7, C, carries -0.19; number 8, C, carries -0.17; number 9, O, carries -0.14; number 10, C, carries -0.15; number 11, C, carries -0.10; number 12, C, carries 0.01; number 13, C, carries 0.01; number 14, C, carries -0.10; number 15, C, carries -0.14; number 16, O, carries -0.14; number 17, C, carries -0.26; number 18, C, carries -0.07; number 19, C, carries -0.03; number 20, C, carries -0.02; number 21, C, carries -0.25; number 22, O, carries 0.12; number 23, C, carries -0.20; number 24, C, carries -0.58; number 25, Br, carries 0.88; number 26, C, carries -0.27; number 27, C, carries -0.09; number 28, C, carries -0.16; number 29, P, carries 0.22; number 30, O, carries -0.19; number 31, O, carries -0.21; number 32, S, carries 0.34; number 33, C, carries -0.27; number 34, O, carries 0.06; number 35, H, carries 0.08; number 36, H, carries 0.02; number 37, H, carries 0.08; number 38, H, carries 0.12; number 39, H, carries 0.02; number 40, H, carries 0.13; number 41, H, carries 0.08; number 42, H, carries 0.12; number 43, H, carries 0.13; number 44, H, carries 0.13; number 45, H, carries 0.13; number 46, H, carries 0.13; number 47, H, carries 0.13; number 48, H, carries 0.12; number 49, H, carries 0.12; number 50, H, carries 0.12; number 51, H, carries 0.13; number 52, H, carries 0.14; number 53, H, carries 0.11; number 54, H, carries 0.12; number 55, H, carries 0.12; number 56, H, carries 0.06; number 57, H, carries 0.08; number 58, H, carries 0.08; number 59, H, carries 0.07; number 60, H, carries 0.12; number 61, H, carries 0.07; number 62, H, carries 0.08; number 63, H, carries 0.08; number 64, H, carries 0.06; number 65, H, carries 0.09; number 66, H, carries 0.08; number 67, C, carries -0.11; number 68, O, carries -0.19; number 69, C, carries -0.20; number 70, C, carries -0.20; number 71, O, carries -0.21; number 72, C, carries -0.11; number 73, H, carries 0.09; number 74, H, carries 0.08; number 75, H, carries 0.09; number 76, H, carries 0.13; number 77, H, carries 0.13; number 78, H, carries 0.13; number 79, H, carries 0.13; number 80, H, carries 0.08; number 81, H, carries 0.09; number 82, H, carries 0.09; number 83, C, carries -0.11; number 84, O, carries -0.20; number 85, C, carries -0.20; number 86, C, carries -0.20; number 87, O, carries -0.19; number 88, C, carries -0.11; number 89, H, carries 0.09; number 90, H, carries 0.08; number 91, H, carries 0.09; number 92, H, carries 0.13; number 93, H, carries 0.13; number 94, H, carries 0.13; number 95, H, carries 0.13; number 96, H, carries 0.09; number 97, H, carries 0.08; number 98, H, carries 0.09; number 99, C, carries -0.11